53
Properties=species:S:1:pos:R:3:lowdin_charge:R:1 method="wB97M-V/def2-TZVPD" e_tot_ha=-1802.3167 charge=+2
Pb 1.8525 2.7905 -1.8837 1.595
P -1.4428 2.9399 -0.6816 0.874
P -0.4213 -0.5512 -2.8643 0.912
F 2.4181 -2.0688 -1.4989 0.122
F 3.0529 -1.4865 0.5100 0.168
F 0.9471 -2.0571 0.0775 0.132
C -1.6146 0.9702 -2.9436 -0.345
C 2.2690 2.9500 -4.1231 -0.401
C 2.0517 -1.3797 -0.3855 -0.263
C 0.0665 3.8669 -5.1914 -0.116
C 3.0613 4.2401 -4.2395 -0.185
C 1.1875 5.1192 -2.8110 -0.300
C -3.0329 3.7526 -0.9024 -0.289
C 2.2327 5.5002 -3.7989 -0.141
C -0.1358 5.3322 -3.0952 -0.073
C 0.9110 2.8708 -4.5534 -0.117
C -0.4668 4.4526 -0.1362 -0.291
C 1.0521 1.2814 0.3397 -0.159
C 1.1464 -0.2906 -3.7350 -0.316
C -0.7884 4.8751 -4.3329 -0.138
C -1.3346 2.4467 -2.5124 -0.452
C -1.0486 -1.5759 -4.2009 -0.276
H 0.6012 4.2733 0.0489 -0.010
H 2.9932 2.1563 -4.3537 0.134
H -0.5308 -1.3011 -5.1353 0.048
H -0.9128 4.7487 0.8259 0.074
H -0.4432 2.9899 -2.8659 -0.040
H 1.9396 -0.9396 -3.3582 0.043
H -2.8559 4.7758 -1.2563 0.050
H -2.1241 -1.4147 -4.2675 0.052
H -3.5597 3.1535 -1.6566 0.051
H 3.4191 4.4028 -5.2724 0.150
H -2.1972 0.9497 -3.8731 0.080
H -0.5786 5.2940 -0.8301 0.013
H 2.9193 6.3130 -3.4475 0.160
H 3.9518 4.1898 -3.5962 0.115
H 0.9744 1.8943 1.2449 0.023
H 0.0712 0.8313 0.0891 -0.044
H -0.7710 -2.5922 -3.8870 0.063
H -0.6821 3.3831 -5.8499 0.154
H 1.6785 0.4327 0.7922 -0.019
H -0.6351 6.2111 -2.6554 0.159
H 1.5362 5.0451 -1.7773 0.024
H -2.0327 3.1084 -3.0773 0.060
H -2.3091 0.5252 -2.1954 0.071
H -3.5105 3.7071 0.0890 0.057
H 0.4875 1.8918 -4.6568 0.085
H 0.7117 4.4838 -5.7969 0.126
H -1.0613 5.7234 -4.9807 0.154
H 1.4739 0.7362 -3.7236 -0.056
H -1.7870 4.4987 -4.1000 0.117
H 1.0084 -0.5041 -4.7911 0.046
H 1.6649 5.8673 -4.6636 0.119

---

53
Properties=species:S:1:pos:R:3:lowdin_charge:R:1 method="wB97M-V/def2-TZVPD" e_tot_ha=-1704.3479 spin_multiplicity=5 charge=+2 s_squared=6.04
Ru 0.6447 3.0413 -0.4985 1.262
P -2.7694 3.9313 -0.2295 0.925
P -2.4111 2.5528 -3.7788 1.035
F 2.5570 2.4630 -2.5622 0.033
F 3.1845 1.3715 -0.7849 0.036
F 1.5198 0.5350 -2.0956 0.008
C -3.6832 1.0169 -0.2508 -0.159
C -1.6966 3.8944 -4.7147 -0.227
C -2.4139 0.7814 -1.4863 -0.191
C 1.6055 2.6019 1.2750 -0.127
C 2.0362 1.7356 -1.5011 -0.466
C -1.8410 5.3519 0.3926 -0.335
C -5.5788 0.9382 -1.8355 -0.126
C -4.4503 4.9452 0.0800 -0.217
C -3.6798 3.5088 -2.8715 -0.384
C -2.6167 0.1990 -2.8449 -0.220
C -5.1041 1.4338 -0.6191 -0.131
C -3.5060 -0.7834 -3.1078 -0.016
C -3.7769 2.0712 -5.0464 -0.202
C -2.9928 4.5211 -1.9816 -0.449
C -4.2238 -1.2985 -1.9047 -0.184
C -5.5698 -0.5372 -1.8284 -0.174
H -4.2972 2.7955 -2.2822 0.043
H -3.4337 1.5201 -5.9395 0.065
H -5.7204 2.0691 0.0650 0.129
H -0.7129 3.5935 -5.1253 0.071
H -3.3092 1.6470 0.6242 0.058
H -6.1455 1.6037 -2.6017 0.145
H -5.3121 4.6104 -0.5047 0.043
H -6.1176 -1.0610 -2.6702 0.147
H -6.0614 -0.7570 -0.8339 0.149
H -1.4743 5.0508 1.3831 0.038
H 0.7215 2.8360 1.9254 0.044
H -1.7596 1.6936 -1.5600 -0.019
H -1.9812 4.7779 -2.2612 0.031
H -3.6055 5.3989 -1.9412 0.073
H 1.9545 1.6338 1.6551 0.053
H 2.4194 3.3611 1.4060 0.066
H -1.8012 0.3482 -3.5961 0.100
H -4.4268 -2.3643 -2.0495 0.130
H -4.8136 4.9669 1.1052 0.047
H -1.6670 0.1191 -0.9912 0.118
H -1.0028 5.4836 -0.2984 0.013
H -3.7325 -1.3073 -0.9311 0.100
H -2.4771 6.2514 0.4487 0.058
H -4.1758 3.0613 -5.3565 0.051
H -1.6108 4.7720 -4.0649 0.043
H -2.4016 4.1279 -5.5272 0.074
H -4.6283 1.4666 -4.6956 0.047
H -3.7009 -0.0163 0.1255 0.079
H -4.4020 3.9659 -3.5488 0.106
H -4.3227 5.9905 -0.2236 0.045
H -3.5684 -1.4939 -3.9761 0.162

---

54
Properties=species:S:1:pos:R:3:lowdin_charge:R:1 method="wB97M-V/def2-TZVPD" e_tot_ha=-6350.5060 charge=+3
Tl -0.6535 -0.2475 0.0500 0.641
Sb 3.0308 -0.7946 -0.9632 1.565
Se -2.0901 -3.0679 0.0147 0.831
Se -0.4179 -1.5531 2.9815 0.797
S -3.5246 6.7884 -2.5099 1.074
N -2.3815 1.9299 -0.7237 -0.018
N -5.7261 5.3951 -2.2964 0.196
C -1.7415 2.8758 -1.4109 -0.114
C 3.5744 0.6033 0.5743 -0.396
C 3.1249 -2.6828 0.0712 -0.395
C -3.6845 2.1047 -0.4928 -0.086
C 4.5567 -0.7242 -2.5032 -0.368
C -2.0046 -3.7535 1.8475 -0.521
C -4.4308 5.4027 -2.1563 -0.634
C 5.9038 -0.3695 -1.8875 -0.152
C -3.9811 -2.6042 0.0072 -0.367
C -4.3967 3.2058 -0.9405 0.027
C -1.7584 -1.3497 4.3747 -0.349
C 4.5773 -3.1464 0.1729 -0.154
C -0.7118 -3.4373 2.5690 -0.540
C 3.2243 2.0488 0.2323 -0.171
C -3.7242 4.1870 -1.6581 -0.201
C -2.3618 4.0199 -1.8874 -0.002
H -4.5632 -3.5156 0.1102 0.045
H 6.6283 -0.3152 -2.7036 0.101
H -6.2726 4.5596 -2.1365 0.145
H -2.7317 -1.6785 4.0235 0.028
H 5.9040 0.6055 -1.4013 0.072
H -6.2330 6.2138 -2.6133 0.155
H 3.0665 0.2530 1.4730 0.059
H -2.1101 -4.8348 1.7606 0.085
H 5.2075 -2.4296 0.6995 0.076
H 4.6499 0.4653 0.7029 0.067
H 6.2615 -1.1231 -1.1885 0.069
H 2.1556 2.1736 0.0476 0.046
H -4.1872 1.3379 0.0830 0.126
H 5.0137 -3.3578 -0.8027 0.078
H -1.4443 -1.9305 5.2372 0.045
H 4.6001 -4.0770 0.7435 0.096
H 4.5271 -1.7160 -2.9519 0.064
H 0.1586 -3.7653 2.0011 0.060
H 4.2153 0.0074 -3.2316 0.057
H 2.4985 -3.3939 -0.4639 0.058
H -4.2004 -1.9189 0.8219 0.028
H 3.7676 2.4013 -0.6446 0.077
H -0.6853 2.7190 -1.5952 0.111
H -0.6944 -3.9556 3.5277 0.087
H 3.4909 2.7009 1.0641 0.090
H -2.8785 -3.3693 2.3700 0.065
H -4.2046 -2.1431 -0.9516 0.029
H -1.7982 -0.2962 4.6371 0.034
H -5.4469 3.2777 -0.6899 0.129
H -1.7841 4.7485 -2.4421 0.108
H 2.6867 -2.4741 1.0483 0.048

---

51
Properties=species:S:1:pos:R:3:lowdin_charge:R:1 method="wB97M-V/def2-TZVPD" e_tot_ha=-1984.6451 spin_multiplicity=2 charge=+2 s_squared=0.80
Ti 0.1666 -0.8232 -0.9955 1.062
S -0.6557 1.0953 1.2534 0.816
N -1.5737 3.5093 1.9622 -0.033
N 0.6804 3.5397 1.3495 0.013
C 1.3672 -1.3201 -3.6146 0.013
C -2.9989 -0.4184 -0.9566 -0.014
C 1.1071 -0.8244 1.7895 -0.307
C -1.2011 -2.3035 -0.9852 -0.280
C 0.8681 -3.7890 -1.5056 0.010
C 2.3813 -1.1588 1.0335 -0.366
C -1.6477 4.3142 3.2259 -0.044
C -1.1705 0.6780 -3.3358 0.014
C -0.0444 -2.6464 -1.8058 -0.247
C -1.7540 -3.0798 0.1565 0.017
C -0.4445 2.8460 1.5220 -0.620
C 3.1426 -2.3574 1.6226 -0.085
C -1.7621 -1.0772 -1.4914 -0.280
C -0.9374 -0.6211 -2.6369 -0.285
C 0.8580 4.9558 1.6906 -0.028
C 0.1193 -1.5788 -2.8483 -0.251
H 1.4816 2.9865 1.0716 0.145
H -2.3203 3.7835 3.9288 0.104
H 1.8964 -3.5740 -1.8355 0.093
H -2.3376 -3.9341 -0.2020 0.124
H -3.2230 -0.8037 0.0511 0.083
H -2.1184 5.2902 3.0163 0.100
H 0.8854 -3.9623 -0.4139 0.090
H 0.6799 0.7017 1.9138 -0.010
H -1.7287 1.3589 -2.6724 0.093
H -2.8999 0.6798 -0.8883 0.076
H 1.5889 -0.2516 -3.5265 0.094
H -1.7353 0.6151 -4.2825 0.123
H 0.3771 -1.6533 1.8382 0.050
H 1.3241 -1.5429 -4.6846 0.122
H -0.2019 1.1362 -3.5672 0.090
H 3.0386 -0.2680 1.1159 0.115
H 0.5760 -4.7531 -1.9627 0.124
H -3.8830 -0.6320 -1.5920 0.126
H -0.6809 4.4748 3.7313 0.091
H -0.0988 5.4754 1.6626 0.089
H -0.9634 -3.4664 0.8003 0.089
H 1.3196 5.0992 2.6820 0.109
H 2.2562 -1.3188 -0.0763 0.066
H 1.3555 -0.4108 2.7953 0.079
H 1.5269 5.4318 0.9687 0.105
H 3.2536 -2.2918 2.7033 0.090
H 2.6329 -3.2917 1.3966 0.069
H -2.4049 2.9376 1.8688 0.110
H 2.1929 -1.9046 -3.1961 0.094
H 4.1301 -2.3964 1.1751 0.079
H -2.4205 -2.4554 0.7503 0.087

---

57
Properties=species:S:1:pos:R:3:lowdin_charge:R:1 method="wB97M-V/def2-TZVPD" e_tot_ha=-1847.4058 charge=+1
Pd -1.2550 -0.6681 0.5833 0.892
S -2.6691 1.5956 2.3285 0.857
Si -0.8896 -2.7056 -1.2964 0.385
O -2.7377 0.1439 1.8417 -0.656
N -1.5405 1.4754 -1.4877 0.024
N 0.1030 -1.4835 -0.5602 -0.136
N 0.6442 -0.6062 1.3723 0.034
N 0.4003 2.3711 -1.7541 -0.093
N -1.1666 2.1447 -0.3739 -0.070
N -0.0104 2.6794 -0.5224 0.077
C -0.5498 1.6306 -2.3329 -0.144
C -3.5198 1.5086 3.8958 -0.236
C 1.7022 2.8017 -2.2598 -0.099
C -2.6311 -1.9251 -1.0728 -0.165
C 0.7690 0.5724 3.4822 -0.017
C 2.6990 -0.7445 2.4857 -0.024
C -0.7892 -4.3441 -0.4274 -0.166
C -0.5330 -2.8505 -3.1105 -0.164
C -3.9302 2.4443 1.3962 -0.241
C 1.3954 -0.2831 2.4284 -0.313
C 3.0561 1.6787 -0.4412 -0.066
C 1.1012 -1.3837 0.3698 -0.428
C 3.1843 -1.5596 1.4622 -0.043
C 2.3911 -1.9030 0.3832 -0.009
C 2.5824 0.4564 -2.5973 -0.068
C 2.8252 1.8130 -1.9428 -0.397
H -2.9206 -1.1097 -0.3594 0.002
H -0.5907 -1.8751 -3.5971 0.027
H -0.0914 0.0579 3.9161 0.084
H 3.4397 -0.1982 -2.4380 0.084
H 0.2142 -4.7678 -0.5072 0.037
H -1.2487 -3.5159 -3.5986 0.043
H 3.7182 2.2576 -2.3925 0.141
H 2.7428 -2.5371 -0.4181 0.120
H 3.2449 2.6477 0.0231 0.087
H 2.4351 0.5506 -3.6758 0.083
H -0.4915 1.2424 -3.3350 0.136
H -3.5759 2.5009 0.3708 0.031
H 4.2001 -1.9298 1.5159 0.119
H -1.0326 -4.2493 0.6326 0.036
H 3.9144 1.0350 -0.2474 0.083
H -3.3393 -2.7165 -0.8244 0.051
H 0.4662 -3.2563 -3.2815 0.038
H 2.1887 1.2346 0.0522 0.052
H -3.6659 2.5211 4.2701 0.068
H -4.8633 1.8880 1.4651 0.071
H 1.5951 2.9323 -3.3365 0.132
H -2.8873 0.9499 4.5821 0.057
H 3.3269 -0.4739 3.3220 0.116
H -4.4724 0.9994 3.7597 0.070
H 1.4768 0.7954 4.2768 0.086
H -4.0397 3.4478 1.8077 0.070
H -2.9146 -1.4724 -2.0245 0.045
H -1.4832 -5.0619 -0.8702 0.041
H 0.4192 1.5086 3.0434 0.076
H 1.8967 3.7749 -1.8126 0.131
H 1.7065 -0.0390 -2.1687 0.049

---

57
Properties=species:S:1:pos:R:3:lowdin_charge:R:1 method="wB97M-V/def2-TZVPD" e_tot_ha=-1981.1429 spin_multiplicity=3 charge=+2 s_squared=2.00
Pr -0.1719 -0.0565 0.8161 1.073
S 1.4127 -1.7043 -0.7760 0.701
N 0.8299 2.0012 1.9746 -0.020
N 1.6516 -0.8418 -3.2931 -0.016
N -1.3700 0.9113 -1.2461 -0.037
N 1.5900 0.8313 -1.7869 -0.006
N -2.4381 0.6405 2.0884 -0.024
N 1.4736 1.1994 -0.4660 -0.145
N -2.1442 -1.6254 0.1308 -0.252
N -0.1499 -2.3257 2.1028 -0.056
C 2.2631 -2.0905 -3.7598 -0.239
C 0.7252 3.6883 3.6483 -0.017
C -3.3544 -1.3466 0.9594 -0.153
C -1.1314 -3.3245 1.6333 -0.200
C 1.5792 4.4811 2.9183 -0.001
C -3.1040 -0.6729 2.2485 -0.228
C -1.6287 -3.0031 0.2580 -0.198
C 3.8341 -1.9917 -3.7605 -0.059
C 3.0076 3.0574 -0.9344 0.010
C 1.6917 2.7522 1.2775 -0.197
C 2.0915 3.9875 1.7412 0.022
C 0.3806 2.4394 3.1593 -0.095
C -2.5996 0.1328 -1.5896 -0.179
C 2.0617 2.2713 -0.0866 -0.230
C 1.5925 -0.4673 -2.0018 -0.764
C -2.3916 -1.3337 -1.2972 -0.169
H -1.4993 -1.6402 -1.7556 0.095
H 3.0480 2.7051 -1.9159 0.052
H -3.2105 -1.9865 -1.6431 0.159
H 4.3123 -2.9002 -4.1361 0.081
H -3.4611 0.5334 -1.0777 0.109
H -1.9563 -3.3521 2.3333 0.116
H 0.2976 3.9977 4.5732 0.117
H -2.5640 -1.3039 2.9562 0.116
H -3.9132 -2.2616 1.0885 0.144
H 1.8634 -2.2277 -4.7850 0.124
H -4.0990 -0.4661 2.6993 0.149
H 4.1144 -1.1163 -4.3589 0.078
H -1.5777 1.9110 -1.1588 0.118
H -0.7225 -4.3473 1.6031 0.147
H 0.0021 -2.3756 3.1009 0.113
H -0.8484 -3.1352 -0.4681 0.080
H -3.1076 1.2407 1.6257 0.107
H -0.7349 0.8587 -2.0718 0.105
H 1.9594 -2.9252 -3.1240 0.079
H 0.7242 -2.6374 1.6611 0.065
H -2.3164 1.0528 3.0137 0.095
H -3.9751 -0.6721 0.3445 0.127
H 4.0431 2.9894 -0.4699 0.137
H 1.8107 -0.0603 -3.9080 0.140
H -2.7514 0.2026 -2.6783 0.143
H 4.1686 -1.8844 -2.7376 0.060
H 2.8456 4.5538 1.2142 0.126
H -2.4095 -3.7092 0.0024 0.143
H 2.6885 4.1126 -0.9318 0.101
H -0.3088 1.7907 3.7093 0.114
H 1.8768 5.4430 3.3367 0.139

---

52
Properties=species:S:1:pos:R:3:lowdin_charge:R:1 method="wB97M-V/def2-TZVPD" e_tot_ha=-1830.0908 spin_multiplicity=3 charge=+2 s_squared=2.01
W 1.5034 2.0867 1.3740 1.113
S 4.7402 -0.0394 3.8782 0.852
P -0.3033 -0.7478 -2.2516 0.911
P 0.4659 2.2784 -0.5335 0.697
N 2.9987 1.1490 2.0573 -0.199
C -2.1561 -2.4005 2.2310 -0.157
C 0.5472 -1.1219 0.2352 -0.252
C 0.4178 -2.7851 2.1149 -0.074
C 1.0174 -2.4964 0.7689 -0.175
C 3.8043 0.6204 2.7973 -0.847
C -1.4727 -1.9343 -3.0140 -0.153
C -1.9434 -1.2586 -0.0716 -0.043
C -1.1827 3.0721 -0.3030 -0.216
C 1.7757 3.6116 -0.3375 -0.294
C -0.7133 -2.2494 2.6485 -0.114
C -0.6948 -1.3317 -0.6216 -0.342
C 0.4627 1.9678 -2.3323 -0.346
C -0.5778 0.9315 -2.8251 -0.304
C 0.0821 1.6421 2.7583 -0.304
C -2.5786 -2.3309 0.7414 -0.149
C 1.3340 -1.2735 -2.8049 -0.140
H 0.0483 0.5524 2.8936 0.006
H -2.5699 -3.3451 2.6192 0.136
H 1.7094 -2.1161 -2.2086 0.079
H 1.0397 -3.4599 2.7186 0.120
H 0.3113 -0.4163 1.0520 0.048
H -1.3127 3.4688 0.7104 0.043
H -0.5467 0.8911 -3.9274 0.121
H -1.9723 2.3199 -0.4687 0.049
H -2.5034 -1.6065 -2.8248 0.076
H 0.5845 2.0782 3.6373 0.042
H 1.4846 1.6784 -2.6269 0.087
H 0.5787 3.3442 1.9009 -0.001
H -1.2977 3.8932 -1.0294 0.073
H 2.6280 3.4352 -1.0000 0.078
H 2.1980 3.7038 0.7525 0.018
H -2.5283 -0.3220 -0.1559 0.136
H -1.6021 1.2266 -2.5531 0.099
H 0.2700 2.9423 -2.8122 0.116
H -1.3550 -2.9028 -2.4998 0.079
H 1.3245 4.5815 -0.5617 0.089
H -0.6373 -1.7886 3.6465 0.111
H -2.7015 -1.5942 2.7370 0.113
H -3.6614 -2.1252 0.6996 0.130
H -2.4105 -3.2998 0.2469 0.134
H 2.1164 -2.4739 0.8461 0.120
H 2.0642 -0.4551 -2.7490 0.061
H -0.9260 2.0443 2.6790 0.026
H 1.2751 -1.6043 -3.8525 0.085
H -1.3246 -2.0979 -4.0862 0.069
H 0.7997 -3.2812 0.0170 0.123
H 1.3904 -0.6610 -0.3105 0.073

---

83
Properties=species:S:1:pos:R:3:lowdin_charge:R:1 method="wB97M-V/def2-TZVPD" e_tot_ha=-5007.5171 charge=+1
S 0.3946 -15.7292 11.2761 0.750
S -8.0027 -17.4408 6.0796 0.611
S -0.7764 -15.1613 8.9573 0.636
S -6.7562 -19.6805 6.6680 0.784
Mg -5.4319 -16.7756 7.5576 0.421
Mg -1.4211 -17.9759 10.0863 0.724
F -6.8712 -20.1535 9.2232 0.184
F -7.8605 -21.6099 7.9438 0.190
F 2.6068 -17.3714 10.9860 0.154
F -6.5293 -16.3532 4.1765 0.154
F 3.1094 -15.1619 10.9494 0.138
F -8.8772 -19.7698 8.3752 0.172
F -3.1237 -14.8989 10.2432 0.116
F -2.9294 -13.4638 8.7155 0.223
F -1.8282 -13.2249 10.5639 0.122
F -8.3855 -16.9250 3.3807 0.224
F -6.9800 -18.4593 3.7707 0.107
F 2.2485 -16.1883 9.3210 0.143
O -4.3805 -16.6483 5.6716 -0.259
O 0.3957 -14.3055 11.5218 -0.251
O 0.2139 -16.5557 12.4492 -0.280
O -5.3839 -20.2003 6.8208 -0.321
O -5.2809 -14.8912 7.4089 -0.216
O -2.7388 -17.6026 11.6394 -0.242
O -2.4533 -19.6632 10.0644 -0.220
O -1.1083 -18.7345 8.2042 -0.229
O -9.1559 -18.2565 6.0908 -0.250
O -7.3869 -20.1893 5.4325 -0.273
O -1.1144 -15.7567 7.6610 -0.273
O -6.7434 -16.1259 9.0521 -0.275
O -8.3826 -16.1048 6.5123 -0.276
O 0.3650 -14.2498 8.9344 -0.263
N -6.6508 -17.9118 6.8708 -0.288
N -0.6958 -16.3316 9.9962 -0.328
C 0.0390 -18.5657 7.3398 -0.024
C -7.7556 -16.8086 9.8544 0.007
C -3.3638 -18.8115 12.0725 -0.131
C -2.2764 -14.0920 9.6073 -0.627
C -5.1193 -14.3298 6.1604 -0.131
C -3.5452 -19.8207 10.9409 -0.133
C -7.4668 -17.2662 4.2033 -0.652
C -2.5971 -20.4475 8.8807 -0.116
C 2.2162 -16.1538 10.6239 -0.594
C -2.8641 -16.6363 12.6681 -0.054
C -7.6955 -20.3501 8.2531 -0.690
C -1.7591 -19.9191 7.7814 -0.165
C -6.3368 -14.8244 9.4519 -0.130
C -4.0974 -15.2449 5.4280 -0.082
C -3.5959 -17.6136 5.0855 -0.069
C -6.1069 -14.0249 8.1713 -0.106
B -3.9213 -17.3956 8.6766 -0.369
H -7.0913 -13.8375 7.7425 0.146
H 0.6852 -19.4160 7.5577 0.106
H -7.6007 -16.7466 10.9316 0.104
H -1.1048 -20.7511 7.5212 0.143
H -6.1196 -14.3329 5.7275 0.141
H -3.9878 -18.2088 7.9706 0.014
H -3.0390 -15.0814 5.6310 0.134
H -2.3681 -17.0257 13.5572 0.112
H -3.7370 -16.4331 8.2250 0.008
H -4.7015 -13.3298 6.2772 0.148
H -4.3111 -18.6987 12.5997 0.147
H -7.1155 -14.3170 10.0214 0.144
H -4.1384 -18.5559 5.1620 0.094
H -5.4923 -14.8957 10.1372 0.127
H 0.5635 -17.6140 7.4246 0.093
H -8.7310 -16.4483 9.5273 0.112
H -3.4407 -17.3661 4.0354 0.115
H -2.3517 -19.8097 6.8731 0.136
H -3.9229 -16.4263 12.8198 0.112
H -3.6821 -20.8736 11.1874 0.155
H -2.3878 -15.6785 12.4589 0.089
H -5.6123 -13.0536 8.1781 0.144
H -2.6383 -17.8403 5.5544 0.090
H -2.7668 -19.3779 12.7872 0.143
H -2.2322 -21.4147 9.2264 0.151
H -4.1596 -15.0327 4.3607 0.135
H -4.4513 -19.5992 10.3770 0.121
H -4.9019 -17.4046 9.1267 0.016
H -3.1058 -17.6396 9.3397 -0.020
H -0.2179 -18.7306 6.2934 0.106
H -3.6648 -20.5098 8.6704 0.124
H -7.7252 -17.8740 9.6262 0.067